Molecular formula: C20H22N2PPdSbSe4
Method: DFT, ωB97M-V/def2-TZVPD

Properties
HOMO energy in eV: -1.30
Gap between HOMO and LUMO in eV: 5.508

```
! RIJCOSX wB97M-V def2-TZVPD def2/J DEFGRID3
* xyz -2 1
C 1.526 -1.414 1.896
H -4.110 3.010 2.224
H 3.828 0.003 -1.704
C 2.576 2.402 -4.335
Se 1.967 -4.854 -3.201
H 4.916 4.825 -4.018
H 3.957 3.295 -5.720
Pd 0.293 0.500 -0.730
C 5.314 1.163 -0.692
C 2.464 -2.270 -0.621
C 4.162 0.395 -0.750
C 2.234 3.176 -0.610
H 3.255 0.531 2.506
H 1.165 -0.614 2.542
C 0.117 3.267 0.356
N -1.493 1.510 0.856
C -2.120 3.634 1.461
H 1.746 -3.083 -0.499
H 6.621 2.320 0.562
C 4.985 1.471 1.666
H -3.252 0.546 1.468
N 0.967 2.549 -0.300
H 5.298 1.895 2.613
H 5.876 1.357 -1.598
Sb -0.304 -4.485 -2.435
H 2.247 4.206 -0.226
H 2.588 -2.104 -1.689
H 4.079 4.764 -1.699
H 0.363 4.320 0.543
H 3.415 -2.571 -0.176
H -2.082 4.706 1.600
C -1.113 2.825 0.889
H 3.027 2.646 -0.075
C 3.653 4.098 -2.444
C 2.102 2.369 -3.029
H 0.734 -2.159 1.799
C 4.128 4.131 -3.746
Se -1.306 0.680 -2.757
C 3.590 3.276 -4.701
C -3.158 2.766 1.775
C 5.727 1.708 0.518
C 3.833 0.696 1.605
Se -0.383 -4.909 -0.043
H 2.411 -1.889 2.325
H 1.304 1.684 -2.766
P 1.840 -0.783 0.216
H 2.138 1.732 -5.065
C 3.403 0.154 0.397
Se -0.928 -1.357 -1.705
C -2.714 1.481 1.380
C 2.641 3.216 -2.068
*
```

Molecular formula: C20H22N4O2
Method: DFT, ωB97M-V/def2-TZVPD

Properties
SMILES: COc1ccc(N2CCN(Cc3nnc(-c4ccccc4)o3)CC2)cc1
HOMO energy in eV: -7.24
Gap between HOMO and LUMO in eV: 7.671

```
! RIJCOSX wB97M-V def2-TZVPD def2/J DEFGRID3
* xyz 0 1
H 2.820 -3.668 0.251
H 3.867 2.291 -2.228
H 0.824 -1.691 1.481
C -1.808 -1.954 0.776
O -2.775 -1.423 -0.005
H -5.394 3.684 0.818
H -0.295 -2.499 -1.937
H -1.711 -3.689 -0.420
H 3.237 -2.358 1.367
C -5.719 1.252 -1.508
N 2.730 -1.793 -0.575
C -4.768 0.364 -1.042
C -4.263 1.873 0.774
O 3.823 3.660 -0.104
C 3.592 1.699 -1.370
N 0.230 -3.074 -0.010
C -5.216 2.753 0.300
C 3.205 1.555 0.983
C 0.376 -2.171 -1.139
C 2.917 0.206 0.845
H 1.933 -1.566 -2.500
H 2.083 -3.235 -1.910
N -1.508 -1.169 1.761
C 1.828 -2.209 -1.628
H 3.399 -0.096 -2.477
C -4.036 0.673 0.103
C 2.953 -0.425 -0.397
C -1.150 -3.241 0.405
H 3.155 1.989 1.969
H -3.684 2.089 1.658
H -4.587 -0.567 -1.558
C 3.770 4.331 1.129
C 3.535 2.322 -0.123
N -2.289 -0.079 1.657
C 2.553 -2.655 0.572
C -5.944 2.445 -0.840
H -6.287 1.014 -2.395
H 1.011 -3.412 1.882
H 4.023 5.368 0.913
C -3.038 -0.241 0.608
H -1.166 -3.917 1.264
H 4.496 3.924 1.841
C 3.315 0.358 -1.501
H 2.653 -0.340 1.736
H 0.127 -1.128 -0.873
H 2.768 4.288 1.569
C 1.107 -2.676 1.081
H -6.688 3.136 -1.207
*
```

Molecular formula: C20H22N4OS2
Method: DFT, ωB97M-V/def2-TZVPD

Properties
SMILES: COc1ccc2nc(NCCc3ccc(/N=C4/NCCCS4)cc3)sc2c1
HOMO energy in eV: -7.54
Gap between HOMO and LUMO in eV: 8.063

```
! RIJCOSX wB97M-V def2-TZVPD def2/J DEFGRID3
* xyz 0 1
N 0.690 -3.396 3.551
H -6.451 6.600 -3.414
H 0.234 -0.975 -2.195
S -1.089 3.292 -1.150
C 2.980 -5.293 5.423
C -3.322 5.978 -3.231
C -0.387 -1.606 2.330
H -3.303 5.313 -1.220
H 1.093 1.297 -0.335
C 3.518 -6.070 4.288
C -1.230 4.250 -3.586
C 0.170 -0.390 -1.250
H -5.612 5.177 -3.377
H 1.054 -4.343 5.666
C -0.464 -0.800 1.213
H 3.776 -4.602 5.718
H -3.348 6.315 -5.390
C -1.738 4.782 -4.756
C 4.325 -5.230 3.360
H 1.382 -4.121 0.876
H 4.706 -5.882 2.531
C 0.050 -1.202 -0.017
H 2.630 -5.781 6.314
H 2.614 -6.457 3.698
N 1.849 -4.511 5.008
C 1.891 -3.790 3.824
C -2.911 5.226 -2.111
O -4.388 6.897 -3.135
S 3.273 -3.811 2.751
H 1.071 -2.758 -1.109
H -1.297 4.451 -5.717
C 0.340 -2.801 2.311
N 0.855 1.674 -2.426
N -0.197 3.271 -3.639
C -0.026 2.763 -2.476
C 1.204 0.750 -1.206
H 5.184 -4.847 3.862
H -0.957 -1.323 3.230
H 4.112 -6.861 4.702
C -1.813 4.370 -2.280
H -5.402 6.131 -4.924
H 1.430 1.588 -3.308
C -5.543 6.194 -3.790
C 0.820 -3.212 1.020
C -2.763 5.769 -4.530
H -0.781 0.137 -1.163
C 0.627 -2.455 -0.120
H 2.147 0.183 -1.232
H -1.003 0.107 1.412
*
```

Molecular formula: C20H22N6O2
Method: DFT, ωB97M-V/def2-TZVPD

Properties
SMILES: O=C1N=C(N2CCOCC2)N=C(NC2CNC2)[C@H]1c1ccc2ccccc2n1
HOMO energy in eV: -8.55
Gap between HOMO and LUMO in eV: 8.462

```
! RIJCOSX wB97M-V def2-TZVPD def2/J DEFGRID3
* xyz 0 1
H 3.838 0.718 0.907
N -0.269 -2.753 -1.690
H -1.944 3.927 -0.946
C 0.826 1.896 2.834
H -0.968 3.431 5.416
N 0.695 1.451 1.519
C 2.519 -0.604 -1.054
H 2.941 1.472 5.540
C -2.546 3.073 -1.079
C 0.406 0.599 -1.100
C 2.008 1.778 4.956
C 1.699 0.943 0.870
C 3.118 1.144 2.854
N -0.193 -0.491 -1.407
H -1.111 2.936 2.935
H 0.330 -6.001 -2.887
C -1.607 -2.661 -2.237
H -3.300 3.377 -1.876
H -0.536 -4.753 -1.025
H -4.243 2.424 -0.031
N 1.763 -1.706 -1.291
H 4.121 1.068 3.363
H 2.222 1.641 -1.117
H 1.241 -4.327 -1.128
C 1.987 1.660 3.570
C -2.622 1.161 -0.247
N -3.190 2.503 0.076
N -0.315 1.755 -1.458
H -2.239 1.481 -2.396
C -0.190 2.864 4.841
H -2.002 0.666 0.517
H -0.536 -2.682 -4.230
H -2.298 -3.157 -4.314
H -3.331 0.374 -0.563
H -1.923 -1.602 -2.465
O 3.718 -0.634 -1.302
H 1.183 -4.514 -3.560
C -1.825 1.787 -1.470
C -1.340 -3.220 -3.686
H -2.361 -3.222 -1.563
C 0.261 -4.170 -1.622
C 2.918 0.875 1.495
C 0.499 -1.628 -1.409
C 0.881 2.352 5.590
O -0.993 -4.642 -3.670
C -0.247 2.624 3.512
H 0.856 2.371 6.700
C 0.271 -4.883 -3.016
H 0.015 2.598 -1.023
C 1.813 0.702 -0.630
*
```

Molecular formula: C20H22O7
Method: DFT, ωB97M-V/def2-TZVPD

Properties
SMILES: Cc1c(C)c2c(c(C)c1O)CC[C@](C)(C(=O)OCc1cc(=O)c(O)co1)O2
HOMO energy in eV: -7.67
Gap between HOMO and LUMO in eV: 8.087

```
! RIJCOSX wB97M-V def2-TZVPD def2/J DEFGRID3
* xyz 0 1
H 2.875 1.949 4.269
H -1.084 2.270 -2.714
H 1.359 -0.459 6.024
C -3.595 3.428 -4.738
C 1.540 -0.349 4.123
H -1.117 -3.370 3.244
H 2.023 1.816 0.690
H 0.348 -4.038 2.455
H 2.875 -1.845 -0.480
C -2.507 1.043 -3.729
H 2.078 2.560 2.811
C 2.674 1.696 3.204
C 1.592 -0.023 1.709
H 1.731 0.829 -1.646
C 0.313 -2.394 5.148
O -3.688 1.032 -4.462
C 2.059 0.761 0.499
H 2.571 -1.489 -2.212
O -0.317 -2.308 -2.514
H -5.042 2.164 -5.639
C 0.745 -1.520 3.969
H -0.969 -3.249 1.498
H 0.663 -3.404 4.952
O 1.880 0.064 5.381
H -3.601 5.359 -5.075
C -2.453 3.480 -3.856
C 2.147 -1.881 -1.282
C 0.797 -1.192 1.509
C 0.923 -1.042 -0.908
C -1.977 2.257 -3.306
C -0.148 -1.195 -2.027
H 3.103 0.453 0.342
H 0.294 1.036 -0.688
H 3.633 1.618 2.651
C -4.178 2.214 -4.967
O -0.816 -0.085 -2.416
H -1.669 -0.844 -4.244
O -4.097 4.541 -5.300
C 0.386 -1.935 2.641
C -1.910 -0.278 -3.329
H 0.773 -2.041 6.072
O -1.840 4.522 -3.654
C 1.943 0.412 3.014
C 1.252 0.480 -0.732
C -0.395 -3.230 2.426
H -2.714 -0.861 -2.846
O 0.393 -1.632 0.287
H -0.761 -2.412 5.299
H 1.909 -2.909 -1.456
*
```

Molecular formula: C20H23AsAuBr2N4OS
Method: DFT, ωB97M-V/def2-TZVPD

Properties
HOMO energy in eV: -16.67
Gap between HOMO and LUMO in eV: 5.814

```
! RIJCOSX wB97M-V def2-TZVPD def2/J DEFGRID3
* xyz 3 1
C -1.450 -4.856 -3.640
As -0.284 1.818 -1.883
N 0.369 -2.976 -1.041
H 0.020 1.949 -4.338
H 0.575 0.376 -3.714
C 0.947 4.781 2.271
C 1.173 -4.073 -3.110
H -1.017 3.925 -0.742
H -0.636 -1.896 2.624
N 0.392 2.475 2.100
Br -1.313 -0.799 7.422
H -0.647 -5.774 -5.404
C 0.368 3.524 4.234
C 0.773 3.628 1.539
C -0.127 1.072 3.968
H 0.228 3.473 5.303
C -1.992 0.974 -1.766
C 0.878 -4.812 -4.247
H 1.255 5.695 1.782
C -0.458 0.825 5.280
H -0.213 -3.231 -0.255
H -2.464 -5.173 -3.837
N -0.168 0.075 3.048
C 1.241 -2.021 -0.823
C -1.172 -4.118 -2.501
S 1.470 -1.444 0.844
N 2.031 -1.526 -1.756
H -1.297 -2.445 4.942
C 0.573 1.450 -3.541
H -1.966 -3.861 -1.810
H -1.123 4.048 -2.506
C -0.869 -0.453 5.663
C -0.959 -1.449 4.694
H -2.581 1.260 -2.638
H 2.697 -0.811 -1.511
H 1.982 -1.855 -2.711
Br 0.940 6.251 4.687
H -2.509 1.306 -0.867
C 0.135 -3.715 -2.257
Au 0.382 0.584 1.179
C -0.505 3.702 -1.676
H 2.210 -3.878 -2.864
H 1.680 -5.112 -4.907
O 0.791 1.129 -0.708
H -0.429 1.617 6.014
H 1.590 1.838 -3.506
H 0.463 4.199 -1.725
C -0.599 -1.151 3.402
C 0.729 4.738 3.645
C 0.216 2.408 3.441
C -0.428 -5.193 -4.518
H 0.959 3.606 0.478
H -1.862 -0.107 -1.760
*
```

Molecular formula: C20H23AsCl5F6MgN8O5
Method: DFT, ωB97M-V/def2-TZVPD

Properties
HOMO energy (alpha / beta) in eV: -6.66 / -9.10
Gap between HOMO and LUMO (alpha / beta) in eV: 6.622 / 8.450
Expectation value of S²: 0.775

```
! RIJCOSX wB97M-V def2-TZVPD def2/J DEFGRID3
* xyz 0 2
C -1.354 -2.023 1.489
H -0.094 -4.659 -0.963
C 1.518 1.969 -2.302
C -2.422 1.443 1.110
F -1.464 -1.491 -4.298
H 3.275 -0.433 -0.749
H 1.012 -0.276 -3.596
H 2.947 -2.482 1.388
As -2.363 -0.685 -3.072
H 4.487 -0.830 -2.757
Cl -1.186 -4.674 1.914
H -1.845 -1.129 4.181
N -3.823 1.064 2.753
O -5.442 3.100 2.314
F -3.089 -2.181 -2.627
C 0.466 -2.763 2.903
Mg 0.148 -0.246 -0.623
C -4.513 3.051 1.539
Cl 2.361 -1.102 3.903
C -2.867 -0.966 3.841
H 2.959 1.232 -0.213
H -3.243 -1.901 3.425
H 3.521 -4.132 1.624
H 1.811 1.559 -4.865
H -4.627 1.212 3.350
N 2.031 -3.924 0.194
F -1.437 0.745 -3.358
N -2.041 0.304 1.818
N 4.163 1.058 -1.911
C -0.673 -3.034 2.105
C -1.669 2.071 -0.032
H 3.749 3.072 -1.510
H 3.551 1.909 -4.928
H 0.579 1.976 -2.853
N 3.033 0.177 -3.874
H 1.933 -4.918 0.085
O 1.276 -1.874 -0.339
H 4.663 2.772 -3.001
Cl 1.242 -4.026 3.774
C 3.844 2.413 -2.375
C 2.739 1.552 -4.292
O -2.126 3.125 -0.481
C 0.237 -0.406 2.409
C 3.202 -3.408 0.879
N 2.602 2.448 -3.143
C 0.916 -1.426 3.014
H -3.485 -0.681 4.690
O -0.614 1.505 -0.411
O -4.284 3.905 0.588
C -3.553 1.909 1.707
Cl 0.798 1.229 2.527
H -3.431 3.656 0.088
N 0.133 -3.690 -1.095
C 4.266 0.187 -3.086
F -0.970 -1.178 -1.923
H 4.022 -3.216 0.185
F -3.075 0.072 -1.693
H 2.150 -1.306 -2.698
Cl -2.765 -2.345 0.545
C 1.140 -3.119 -0.406
N 1.770 0.573 -1.820
C 3.066 0.583 -1.086
H 1.410 2.615 -1.432
F -3.625 -0.233 -4.116
C 1.945 -0.286 -3.031
H 5.086 0.538 -3.714
H -0.580 -3.089 -1.481
C -0.924 -0.636 1.560
C -2.906 0.108 2.820
*
```

Molecular formula: C20H23BF9N2O6S2
Method: DFT, ωB97M-V/def2-TZVPD

Properties
HOMO energy in eV: -3.94
Gap between HOMO and LUMO in eV: 4.275

```
! RIJCOSX wB97M-V def2-TZVPD def2/J DEFGRID3
* xyz -1 1
C -2.763 0.612 -3.440
H -2.376 -1.003 -0.865
O -0.980 1.214 1.775
C 1.724 1.405 2.043
C -4.243 -0.459 0.216
H 3.816 1.550 -1.213
C 3.110 1.495 2.106
H -3.499 -0.122 -3.934
F -1.635 -4.142 -6.184
H -4.608 -1.449 0.653
H 3.607 1.523 3.070
H 3.948 -0.872 7.337
H -3.913 -1.488 -1.771
C 3.228 1.509 -0.304
F -0.588 -1.565 -5.840
H -3.587 0.021 1.023
H -0.881 0.560 -4.582
H 4.197 4.071 7.603
H 5.756 2.671 8.916
O -4.673 1.267 -2.299
C 3.130 1.005 6.641
H -0.653 0.711 -2.739
H 4.941 1.608 0.988
H -0.689 -1.667 -2.438
H -2.219 -1.777 -3.564
S -1.057 -4.863 -4.831
F -2.222 -4.263 -3.841
O 2.110 -0.845 5.731
F 0.668 -3.739 -3.139
H -5.112 0.242 0.009
C -3.357 0.727 -1.942
H -4.082 3.397 -2.931
H 1.361 1.388 -1.347
H -6.487 1.604 -4.831
C 4.138 2.990 7.539
F -0.499 -5.761 -3.520
C 4.940 0.814 8.206
H 1.152 1.368 2.963
S -5.528 2.608 -4.746
H -2.918 1.577 -1.339
N 2.149 0.373 5.757
C -1.146 -1.428 -3.443
N -0.358 1.242 0.726
H 5.624 0.204 8.786
F 0.080 -5.660 -5.781
C 1.843 1.417 -0.376
F 1.336 -3.762 -5.262
C 5.013 2.202 8.280
C 1.100 1.361 0.800
O -3.049 1.909 -3.997
O 1.429 1.101 5.095
B -4.325 2.275 -3.302
C -3.426 -0.662 -1.148
C -1.211 0.186 -3.568
C 3.191 2.393 6.715
O -0.864 1.173 -0.380
C 3.859 1.543 0.935
F 1.051 -1.325 -4.349
F -2.074 -6.128 -5.158
C 3.995 0.209 7.386
H 2.517 3.018 6.141
C 0.194 -3.541 -4.454
C -0.184 -2.026 -4.585
*
```

Here are the calculated M numbers, same order: 865.4 350.4 398.6 378.4 374.4 799.2 845.9 633.3 (g/mol).